This record from the OMol25 dataset describes one molecule with the formula C3H7ClSi. The level of theory is wB97M-V/def2-TZVPD.

Cartesian coordinates (Å):
Cl -3.001 0.208 -0.495
Si 1.606 0.664 -0.401
C -1.246 -0.078 -0.461
C -0.239 0.478 0.406
C -0.584 -0.972 0.608
H 1.737 2.020 -1.001
H -1.168 -1.211 1.567
H 2.667 0.456 0.712
H -0.541 1.130 1.203
H 1.648 -0.648 -0.879
H 0.034 -1.772 0.286
H -0.913 -0.275 -1.544

HOMO ... -9.598 eV
Structure (SMILES) ... [SiH3][C@@H]1C[C@H]1Cl
DFT total energy ... -23622.250 eV
LUMO ... 0.9 eV
Frontier orbital gap ... 10.5130 eV

***

This record from the OMol25 dataset describes a 9-piece molecular cluster, C27H54BrN2O12P3S overall. The level of theory is wB97M-V/def2-TZVPD.

Cartesian coordinates (Å):
Br -0.180 -0.977 1.065
S -2.404 -2.778 -3.847
P -2.314 -1.733 -2.203
P -1.529 0.700 0.263
P 1.210 1.743 -0.739
O -1.695 1.757 1.597
O -2.685 -0.445 4.600
O -0.625 0.711 -2.424
O 1.589 -2.664 -2.055
O -1.112 2.896 -1.487
O -5.385 -4.322 -5.049
O 3.529 4.653 -1.245
O 6.351 2.940 1.972
O -0.154 4.011 3.432
O -0.446 -7.452 -4.932
O -2.832 0.700 -3.267
O 2.194 -0.786 4.588
N 1.421 2.721 0.516
N -3.700 3.121 -1.319
C 1.257 1.176 3.622
C 3.106 -2.421 -3.872
C -1.895 0.088 -2.670
C -7.163 -4.246 -6.627
C 1.977 -3.088 -3.130
C -5.118 -2.690 -6.758
C -2.494 3.050 -1.176
C 4.470 6.735 -0.582
C -2.925 -1.196 5.528
C -1.499 -7.060 -5.401
C 8.055 2.087 3.396
C -2.746 -6.974 -4.561
C -2.575 -2.659 5.461
C 4.022 5.316 -0.349
C 6.684 2.085 2.773
C -1.089 5.970 2.462
C -5.845 -3.802 -6.050
C -1.606 -6.641 -6.843
C -0.655 1.537 -1.208
C 1.347 -4.297 -3.768
C -0.802 5.028 3.601
C 1.544 0.233 4.757
C -3.583 -0.698 6.788
C 5.740 0.984 3.178
C -1.348 5.391 4.956
C 4.205 4.748 1.032
C 0.998 0.595 6.113
H 0.549 -4.672 -3.124
H -2.107 -2.875 4.497
H 3.635 5.337 1.754
H 2.095 -5.083 -3.893
H 1.710 0.790 2.706
H 2.754 -2.067 -4.843
H -1.376 -2.274 -1.243
H 8.626 2.936 3.012
H -4.881 -2.993 -7.781
H -3.777 0.373 6.695
H -0.632 -6.755 -7.326
H -3.096 -5.940 -4.522
H 1.282 -0.175 6.836
H 5.264 4.746 1.295
H 6.164 0.013 2.910
H 1.684 2.157 3.836
H 8.582 1.166 3.138
H 4.791 1.108 2.651
H 1.855 2.332 -1.874
H -0.092 0.651 6.072
H -4.185 -2.475 -6.232
H -4.533 -1.215 6.940
H -2.438 5.447 4.915
H -1.907 -5.593 -6.904
H -3.520 -7.621 -4.978
H -2.611 1.580 1.936
H -3.647 -1.745 -1.632
H 3.931 -3.124 -4.001
H -7.018 -4.618 -7.643
H 0.918 -4.026 -4.735
H 3.838 3.720 1.052
H 0.178 1.257 3.471
H 1.414 1.551 6.438
H -0.932 6.347 5.281
H -0.634 5.581 1.548
H -0.661 6.952 2.676
H 3.913 7.412 0.069
H -2.167 6.052 2.310
H -2.522 -7.306 -3.545
H 4.277 7.010 -1.622
H 5.542 6.822 -0.390
H -2.922 -0.862 7.642
H -1.065 4.622 5.679
H -1.869 -2.909 6.256
H 3.462 -1.565 -3.294
H -5.733 -1.788 -6.763
H -2.330 -7.274 -7.361
H 7.970 2.184 4.480
H 0.491 3.025 0.857
H -3.480 -3.262 5.554
H -7.869 -3.413 -6.626
H -7.573 -5.053 -6.014
H 1.802 0.435 -0.544
H 5.552 1.031 4.252

HOMO ... -8.440 eV
Structure (SMILES) ... N#CO[C@@](OC(=O)[PH2]=S)([PH2]=N)P(O)Br.CC(C)=O.CC(C)=O.CC(C)=O.CC(C)=O.CC(C)=O.CC(C)=O.CC(C)=O.CC(C)=O
DFT total energy ... -165164.005 eV
LUMO ... -0.7 eV
Frontier orbital gap ... 7.7890 eV

***

This record from the OMol25 dataset describes a 6-piece molecular cluster, C32H75BFO17PS overall. The level of theory is wB97M-V/def2-TZVPD.

Cartesian coordinates (Å):
S 1.491 2.059 -1.350
P 2.435 -0.201 -3.131
F 0.465 -2.678 0.661
O 2.299 2.904 -2.252
O 3.875 0.257 -2.866
O -0.649 -2.272 -2.760
O -9.422 5.213 -2.982
O 10.061 -5.795 4.016
O -7.116 4.539 -1.273
O 0.143 1.342 -2.016
O 5.592 -1.769 2.497
O -4.105 5.391 -8.054
O 1.182 2.928 -0.174
O -5.749 4.752 -5.692
O 12.781 -5.672 2.884
O 7.902 -2.384 4.224
O 2.188 0.697 -0.672
O -2.732 -0.375 3.894
O -4.340 -1.058 6.268
O -1.134 -0.137 -3.795
C -7.930 3.591 -1.954
C -4.842 -0.976 4.941
C -2.284 -0.040 -0.294
C 10.364 -5.566 2.645
C 7.093 -3.354 3.569
C -6.234 4.824 -7.028
C 1.804 -2.297 0.436
C -2.981 1.103 -1.140
C -8.492 4.166 -3.242
C 10.381 -4.678 4.836
C 11.657 -6.255 2.239
C -4.243 2.749 0.481
C -2.957 4.951 -7.345
C -7.789 5.139 -0.177
C 0.081 -0.041 -1.461
C 6.527 -2.817 2.265
C -0.729 0.191 -0.138
C -5.435 6.032 -5.163
C 7.226 -1.757 5.303
C -5.159 4.439 -8.030
C -1.571 -0.815 4.582
C -8.861 6.498 -3.188
C 2.048 -1.865 -1.043
C -2.079 -3.638 -1.264
C 1.610 -0.412 -1.390
C 13.246 -6.449 3.976
C 2.636 -3.620 0.670
C 6.148 -0.484 2.253
C -4.030 0.215 6.812
C -4.357 1.440 -0.413
C -3.777 -1.339 3.920
C -1.980 -2.792 -2.592
B -0.594 -0.863 -2.685
H 7.330 -2.484 1.600
H -8.779 5.504 -0.461
H -5.179 1.613 -1.143
H -6.357 6.581 -4.947
H -2.696 0.068 0.744
H 2.286 -4.024 1.643
H 2.104 -1.514 1.174
H -2.140 -3.527 -3.423
H -2.554 -1.067 -0.624
H -3.214 4.576 -6.351
H 6.266 -0.325 1.177
H -4.233 -1.343 2.924
H 2.553 -1.490 -3.762
H 2.264 -4.335 -0.111
H 12.430 -6.735 4.644
H -2.393 2.046 -1.160
H -1.785 -2.993 -0.401
H -7.881 4.422 0.645
H -1.442 -4.545 -1.309
H -5.253 0.018 4.739
H -5.664 -1.696 4.864
H -4.951 0.756 7.048
H 6.292 -3.705 4.227
H -3.203 2.898 0.850
H -3.466 0.063 7.732
H -4.925 2.682 1.368
H 1.732 0.718 -3.959
H -9.546 7.239 -2.775
H -9.037 3.378 -3.770
H -4.573 3.650 -0.086
H -0.903 0.039 4.700
H -2.284 5.801 -7.230
H -3.380 -2.340 4.112
H 7.137 -2.452 6.144
H 13.752 -7.346 3.608
H 11.604 -7.329 2.440
H 3.158 -1.914 -1.201
H 11.801 -6.122 1.162
H 1.609 -2.645 -1.702
H -7.193 5.987 0.162
H 5.459 0.264 2.645
H -2.785 -2.024 -2.665
H 6.234 -1.405 5.010
H 11.393 -4.311 4.645
H 10.321 -4.991 5.878
H -4.884 5.893 -4.233
H 13.960 -5.848 4.539
H -4.775 3.436 -7.821
H -3.419 0.810 6.128
H -6.633 5.820 -7.246
H -7.895 6.603 -2.687
H -3.258 0.754 -2.166
H -0.563 -0.360 -4.543
H 7.816 -0.897 5.619
H -4.812 6.613 -5.847
H 3.729 -3.454 0.601
H -7.062 4.111 -7.106
H 9.540 -5.991 2.060
H -0.620 1.230 0.262
H -0.408 -0.471 0.708
H 7.738 -4.211 3.346
H 9.660 -3.873 4.668
H -7.686 4.512 -3.897
H -8.742 6.684 -4.260
H -8.733 3.226 -1.305
H 10.408 -4.495 2.428
H -7.290 2.737 -2.200
H 5.986 -3.623 1.759
H -1.059 -1.586 3.998
H -5.602 4.427 -9.031
H -2.444 4.169 -7.911
H -3.142 -3.937 -1.065
H -4.685 0.624 0.271
H 7.114 -0.361 2.749
H -1.813 -1.206 5.573

HOMO ... -9.185 eV
Structure (SMILES) ... CCCCC[C@@]1(B(O)OCC)OS(=O)(=O)O[C@]1(C[C@H](C)F)[PH2]=O.COCCOC.COCCOC.COCCOC.COCCOC.COCCOC
DFT total energy ... -92717.957 eV
LUMO ... 0.0 eV
Frontier orbital gap ... 9.1927 eV

***

This record from the OMol25 dataset describes C21H19N5PdS2 as an isolated structure. The level of theory is wB97M-V/def2-TZVPD.

Cartesian coordinates (Å):
Pd -0.043 0.606 -0.479
S -2.277 -0.422 -0.691
S -3.838 -1.742 1.352
N -1.244 -1.236 1.696
N 2.631 -4.978 -2.280
N -0.096 -0.658 1.197
N 0.556 -0.716 -2.123
N 2.163 0.440 0.225
C -1.742 2.261 1.690
C -1.210 2.666 0.424
C -3.980 2.322 0.808
C 3.420 -0.405 2.092
C -3.493 2.712 -0.444
C 0.753 -1.096 -4.469
C 4.504 0.855 0.377
C -2.281 -1.157 0.925
C 2.143 -3.986 -2.584
C 0.171 2.890 0.257
C -3.539 -2.389 3.005
C 1.533 -2.734 -2.917
C -3.096 2.105 1.869
C -2.143 2.894 -0.641
C 4.579 0.164 1.571
C 1.123 -1.896 -1.887
C 2.234 -0.244 1.392
C 0.371 -0.321 -3.389
C 1.344 -2.328 -4.236
C 3.274 0.972 -0.264
C 0.985 -0.833 1.875
H -2.725 -3.107 2.982
H 0.822 2.878 1.122
H 3.187 1.513 -1.198
H -5.043 2.210 0.959
H 5.520 0.060 2.093
H -4.463 -2.889 3.287
H -1.058 2.120 2.519
H 0.544 3.384 -0.634
H -4.186 2.908 -1.251
H 3.438 -0.962 3.018
H 0.587 -0.737 -5.474
H 1.655 -2.965 -5.052
H -1.771 3.246 -1.597
H 5.380 1.307 -0.065
H 1.262 -2.183 -0.852
H -3.322 -1.582 3.701
H 0.954 -1.426 2.783
H -0.099 0.646 -3.535
H -3.483 1.833 2.841

HOMO (alpha / beta) ... -13.594 / -14.850 eV
Spin multiplicity ... 5
DFT total energy ... -54667.306 eV
Net charge ... +2
LUMO (alpha / beta) ... -7.2 / -9.6 eV
Frontier orbital gap (alpha / beta) ... 6.3986 / 5.2287 eV

***

This record from the OMol25 dataset describes a 2-piece molecular cluster, C7H10N overall. The level of theory is wB97M-V/def2-TZVPD.

Cartesian coordinates (Å):
N -0.317 1.048 -0.848
C -0.265 -0.453 1.800
C 0.122 0.859 -2.267
C 0.092 -1.204 -1.068
C 0.658 -0.571 -2.179
C 0.607 -1.656 1.993
C -0.615 2.250 -0.462
C -0.269 -0.124 -0.237
H -0.684 0.971 -3.027
H 0.151 -2.327 2.630
H 1.604 -1.232 2.332
H 0.129 -2.331 -0.785
H -0.649 2.505 0.613
H -1.337 -0.662 1.683
H 0.581 -2.142 1.133
H 0.887 1.504 -2.485
H 0.065 0.432 2.304
H -0.758 3.132 -1.131

HOMO (alpha / beta) ... -12.615 / -13.837 eV
DFT total energy ... -8897.083 eV
Net charge ... +1
LUMO (alpha / beta) ... -5.8 / -5.6 eV
Frontier orbital gap (alpha / beta) ... 6.7723 / 8.2552 eV

***

This record from the OMol25 dataset describes a 5-piece molecular cluster, CH11O4S overall. The level of theory is wB97M-V/def2-TZVPD.

Cartesian coordinates (Å):
S 0.856 1.373 -0.699
O 3.244 -2.591 -0.906
O -3.043 -1.009 0.750
O -0.634 -2.002 0.226
O 0.575 0.306 2.064
C -0.181 2.874 -0.976
H 3.467 -1.879 -1.506
H 0.093 3.778 -1.549
H 0.694 0.975 1.187
H 2.531 -2.345 -0.286
H -2.292 -1.527 0.792
H -0.384 3.366 0.058
H -0.195 -0.104 1.907
H -0.368 -2.300 -0.621
H -1.206 2.542 -1.446
H -0.364 -1.233 0.696
H -2.792 -0.224 0.310

HOMO ... -3.524 eV
DFT total energy ... -20240.898 eV
Net charge ... -1
LUMO ... 3.5 eV
Frontier orbital gap ... 7.0305 eV

***

This record from the OMol25 dataset describes an isolated ion of composition C3H8NS2 and charge +1. The level of theory is wB97M-V/def2-TZVPD.

Cartesian coordinates (Å):
S -1.523 0.908 0.414
S -2.971 -0.697 0.079
N 0.801 -0.406 -0.261
C 0.442 -1.807 -0.019
C 0.883 1.910 0.184
C 0.165 0.699 0.110
H -0.646 -1.864 -0.299
H 0.480 -2.126 1.020
H 0.811 2.367 1.111
H -3.859 -0.339 -0.845
H 1.043 -2.469 -0.619
H 0.527 2.588 -0.502
H 1.977 1.593 -0.071
H 1.867 -0.359 -0.301

HOMO ... -14.007 eV
Structure (SMILES) ... C/[NH+]=C(/C)SS
DFT total energy ... -26393.261 eV
Net charge ... +1
LUMO ... -5.1 eV
Frontier orbital gap ... 8.9067 eV

***

This record from the OMol25 dataset describes a 2-piece molecular cluster, C6H16N2OS2 overall. The level of theory is wB97M-V/def2-TZVPD.

Cartesian coordinates (Å):
S -1.812 -0.331 -3.257
S 1.084 1.623 3.534
O 1.523 -0.706 -1.327
N 0.267 -1.093 -1.792
N -0.425 0.417 -0.067
C -0.088 1.270 1.070
C 0.697 0.490 2.142
C -2.280 -1.977 -2.686
C -0.170 -0.624 2.729
C 1.982 -0.092 1.552
C -0.241 -0.175 -2.513
H 0.496 2.163 0.787
H -3.268 -2.185 -3.099
H 2.611 0.693 1.113
H 1.734 -0.816 0.769
H -1.227 0.792 -0.555
H 1.798 -1.470 -0.805
H 0.392 -1.218 3.458
H -1.055 -0.213 3.228
H 0.279 0.761 -2.706
H 2.567 -0.605 2.322
H 0.341 0.395 -0.737
H -2.321 -2.008 -1.595
H -1.017 1.630 1.523
H -1.567 -2.721 -3.038
H -0.505 -1.275 1.917
H 1.918 2.432 2.860

HOMO ... -8.724 eV
Structure (SMILES) ... CC(C)(S)CN.CS/C=N/O
DFT total energy ... -33176.994 eV
LUMO ... 0.7 eV
Frontier orbital gap ... 9.4391 eV

***

This record from the OMol25 dataset describes a 2-piece molecular cluster, C3H3FO overall. The level of theory is wB97M-V/def2-TZVPD.

Cartesian coordinates (Å):
F 1.456 -0.349 2.247
O 0.633 -2.235 -1.247
C -0.885 1.005 -0.341
C -0.085 -0.003 -0.625
C 0.138 -1.214 -0.972
H 1.199 -0.104 1.377
H -1.966 0.940 -0.414
H -0.490 1.960 -0.024

HOMO (alpha / beta) ... -7.614 / -11.164 eV
Spin multiplicity ... 3
DFT total energy ... -7920.194 eV
LUMO (alpha / beta) ... 0.4 / -2.9 eV
Frontier orbital gap (alpha / beta) ... 8.0095 / 8.2982 eV

***

This record from the OMol25 dataset describes a 2-piece molecular cluster, C4H7NO3 overall. The level of theory is wB97M-V/def2-TZVPD.

Cartesian coordinates (Å):
O 2.590 -0.347 -0.663
O -0.346 -2.251 0.280
O -1.583 0.770 -0.898
N -2.501 -1.108 0.286
C -1.696 -0.166 -0.175
C 1.843 0.393 -0.080
C -1.093 -1.184 0.711
C 1.550 1.809 -0.443
H 1.651 2.448 0.435
H 0.511 1.863 -0.774
H -0.110 -2.163 -0.648
H 1.299 0.047 0.830
H -0.896 -0.966 1.755
H 2.202 2.155 -1.237
H -3.421 -1.298 0.621

HOMO ... -9.782 eV
Structure (SMILES) ... O=C1N[C@H]1O.CC=O
DFT total energy ... -11891.853 eV
LUMO ... 0.7 eV
Frontier orbital gap ... 10.4643 eV

***

This record from the OMol25 dataset describes one molecule with the formula C6H7BrS. The level of theory is wB97M-V/def2-TZVPD.

Cartesian coordinates (Å):
Br 2.919 -0.697 0.047
S 1.139 1.867 -0.854
C -1.636 -0.212 0.132
C -1.290 -1.003 -1.061
C -0.930 0.428 1.042
C 1.341 0.329 0.027
C -0.188 -1.026 -1.744
C 0.539 0.373 1.338
H -1.490 1.043 1.841
H -2.013 -1.949 -1.247
H 0.632 -0.659 1.923
H 1.084 1.179 1.827
H 2.447 2.259 -0.846
H 0.203 -1.658 -2.559
H -2.757 -0.273 0.133

HOMO (alpha / beta) ... -8.477 / -7.732 eV
DFT total energy ... -87207.225 eV
LUMO (alpha / beta) ... -0.1 / 0.0 eV
Frontier orbital gap (alpha / beta) ... 8.3961 / 7.7675 eV

***

This record from the OMol25 dataset describes C31H29F2N2P2RhS2 as an isolated structure. The level of theory is wB97M-V/def2-TZVPD.

Cartesian coordinates (Å):
Rh 0.035 -0.018 0.103
S 0.837 -1.264 -6.892
S -4.304 5.785 1.235
P 0.161 -0.318 2.375
P -1.296 -1.836 0.170
F 2.595 -0.207 -1.158
F 2.221 1.056 0.602
N -1.367 1.724 -0.114
N -0.133 0.155 -1.999
C 1.763 -2.478 -4.876
C -2.263 3.126 -1.824
C 1.527 -1.333 2.992
C -3.082 -2.720 2.136
C 2.255 -3.179 -6.014
C 0.227 1.160 3.429
C -2.671 -1.715 -0.973
C -1.034 1.474 -3.759
C -1.514 2.043 -1.417
C -1.967 2.476 0.800
C -2.902 -2.069 4.449
C -3.928 5.224 3.681
C 1.825 -2.621 -7.170
C 0.424 -0.647 -2.892
C -1.776 -1.313 4.162
C 0.310 -0.468 -4.280
C -1.309 -1.243 2.852
C -2.871 3.919 -0.826
C 2.108 -0.188 0.088
C -2.397 3.409 -3.231
C -4.556 6.119 2.882
C -3.551 -2.775 3.440
C -3.339 4.421 1.580
C -0.424 0.607 -4.692
C -1.961 -1.945 1.842
C -0.505 -3.417 -0.161
C 0.978 -1.415 -5.199
C -2.733 3.617 0.497
C -0.868 1.202 -2.415
C -1.815 2.619 -4.152
C -3.225 4.244 2.924
H -1.203 -4.225 0.069
H -5.161 6.964 3.179
H -1.848 2.167 1.830
H 2.454 -0.758 2.995
H 0.380 -3.523 0.462
H 1.302 -1.643 4.013
H -3.259 -2.632 -0.922
H -2.979 4.271 -3.533
H 2.898 -4.047 -5.972
H -3.592 -3.283 1.362
H -2.289 -1.589 -1.987
H -1.269 -0.781 4.961
H -3.279 -2.109 5.463
H 1.011 -1.462 -2.497
H -3.456 4.781 -1.130
H -2.657 3.442 3.383
H -0.218 -3.481 -1.211
H 0.792 0.937 4.335
H -3.297 -0.858 -0.722
H 2.039 -2.938 -8.179
H 2.601 -0.948 0.678
H -1.923 2.832 -5.209
H -0.779 1.471 3.710
H -0.546 0.811 -5.751
H 2.008 -2.763 -3.858
H -3.959 5.262 4.761
H -4.427 -3.368 3.671
H 1.658 -2.221 2.374
H 0.723 1.977 2.904

HOMO ... -12.950 eV
DFT total energy ... -84278.016 eV
Net charge ... +2
LUMO ... -6.8 eV
Frontier orbital gap ... 6.1174 eV

***

This record from the OMol25 dataset describes one molecule with the formula C4H9NO3. The level of theory is wB97M-V/def2-TZVPD.

Cartesian coordinates (Å):
O -1.190 1.909 -1.030
O 2.287 0.994 0.508
O -1.546 0.590 -0.650
N 1.193 0.336 -1.346
C 0.288 -1.786 0.455
C -1.129 0.308 0.673
C 1.343 0.436 -0.009
C 0.280 -0.300 0.812
H -1.190 1.232 1.270
H 1.301 -2.176 0.501
H -0.098 -1.947 -0.546
H -2.027 2.393 -1.038
H 0.304 0.073 -1.738
H -1.869 -0.409 1.038
H -0.332 -2.342 1.156
H 0.574 -0.191 1.864
H 1.811 0.881 -1.921

HOMO ... -9.482 eV
Structure (SMILES) ... C[C@H](COO)C(N)=O
DFT total energy ... -11924.246 eV
LUMO ... 0.7 eV
Frontier orbital gap ... 10.1696 eV

***

For reference, max |F| by record: 3.99, 6.42, 6.70, 0.74, 5.79, 5.92, 4.71, 2.19, 2.31, 0.91, 3.71, 2.65, 0.97 eV/A.